[1]
A molecular structure, C18H30ClN3OTlV in a non-equilibrium geometry, computed with ωB97M-V/def2-TZVPD.

Positions of all 55 atoms, in Å:
Tl 3.39 -0.04 0.10
V -0.12 -0.08 0.07
Cl 3.06 -2.20 2.31
O -1.03 3.66 1.82
N 1.26 -0.78 -1.09
N -1.84 -0.65 -0.34
N -0.26 1.78 0.54
C 1.86 1.49 4.65
C -4.12 -0.71 -1.40
C 0.33 -0.78 2.03
C 1.49 -2.24 -1.01
C 3.08 0.86 4.91
C 0.26 -0.71 -3.33
C -2.09 -2.04 0.03
C 1.39 -0.18 -2.44
C 1.26 1.32 -2.27
C 3.43 -0.29 4.18
C -2.66 1.27 -1.60
C 1.28 -0.20 2.98
C 2.54 -0.80 3.24
C -0.66 2.74 1.18
C 0.99 0.99 3.68
C -3.69 0.68 0.59
C -3.06 0.12 -0.69
C 2.72 -0.54 -3.11
H -4.51 -1.52 -0.78
H 0.25 -0.18 -4.29
H 2.42 -2.49 -0.48
H -2.26 -2.69 -0.84
H -2.98 1.29 1.16
H 4.39 -0.78 4.32
H -0.68 -0.34 2.15
H 0.05 1.51 3.48
H 1.58 2.39 5.21
H 1.55 -2.70 -2.01
H 0.31 -1.88 2.04
H -2.25 0.89 -2.54
H -1.93 1.94 -1.13
H 1.30 1.79 -3.27
H 3.59 -0.23 -2.51
H -2.96 -2.13 0.70
H -3.56 1.86 -1.83
H -4.55 1.31 0.33
H 0.39 -1.78 -3.54
H -0.73 -0.59 -2.86
H -3.73 -1.13 -2.34
H -4.97 -0.06 -1.65
H 2.79 0.01 -4.06
H 2.10 1.72 -1.68
H 2.80 -1.61 -3.32
H 0.68 -2.74 -0.46
H -4.05 -0.14 1.23
H -1.23 -2.45 0.58
H 3.76 1.22 5.68
H 0.32 1.63 -1.78

Properties
frontier orbital gap (alpha / beta)	6.38 / 6.46	eV
HOMO energy (alpha / beta)	-15.0861 / -15.0426	eV
charge	+2
LUMO (alpha / beta)	-8.70 / -8.58	eV

[2]
2 unconnected molecules or ions with the total composition C18H30N3O5P in a non-equilibrium geometry, computed with ωB97M-V/def2-TZVPD.

Positions of all 57 atoms, in Å:
P 1.12 -0.25 5.05
O -3.45 -0.20 -1.82
O -2.00 2.58 -6.40
O -0.26 0.26 4.90
O 1.30 -0.59 6.59
O 2.08 0.95 4.68
N 0.83 -3.10 4.53
N -4.13 0.35 -3.88
N -1.62 1.46 -4.54
C 4.46 -3.01 2.07
C -3.09 3.48 -4.50
C 3.69 -2.28 4.86
C 3.42 -2.13 2.40
C -0.69 2.73 0.18
C -1.36 2.02 -2.13
C -5.49 -0.16 -3.76
C -3.22 0.34 -2.89
C 4.95 -3.10 0.76
C -2.20 2.47 -5.20
C -1.12 1.54 -0.68
C 2.87 -2.06 3.77
C -0.03 0.47 -0.58
C 4.41 -2.30 -0.25
C 3.38 -1.41 0.06
C -1.83 0.96 -3.16
C 2.89 -1.32 1.37
C 1.39 -1.82 4.01
H 5.75 -3.80 0.53
H 4.89 -3.67 2.83
H -0.43 2.46 -2.49
H 0.59 -1.23 6.73
H 1.22 -3.90 4.01
H -1.47 3.50 0.16
H -3.63 4.04 -5.26
H 3.30 -2.28 5.87
H -1.00 0.92 -5.12
H 0.89 0.84 -1.04
H -0.19 -3.11 4.48
H -3.85 0.77 -4.76
H -0.55 2.41 1.21
H -2.47 4.17 -3.94
H -2.04 1.14 -0.26
H -5.93 -0.30 -4.75
H -3.80 2.99 -3.84
H -6.10 0.56 -3.20
H 0.90 -1.61 3.06
H 2.11 -0.60 1.58
H 1.68 1.65 5.21
H -1.14 0.12 -3.07
H -0.35 -0.44 -1.08
H 0.15 0.24 0.46
H -2.11 2.80 -2.08
H -5.49 -1.11 -3.23
H 4.79 -2.37 -1.26
H 2.96 -0.78 -0.72
H 4.76 -2.46 4.75
H 0.24 3.15 -0.20

Properties
frontier orbital gap	9.24	eV
HOMO energy	-8.8547	eV
LUMO	0.39	eV
SMILES string	C=C(c1ccccc1)[C@@H](N)P(=O)(O)O.CNC(=O)[C@H](CC(C)C)NC(C)=O

[3]
4 unconnected molecules or ions with the total composition C18H30N8O6 in a non-equilibrium geometry, computed with ωB97M-V/def2-TZVPD.

Positions of all 62 atoms, in Å:
O 0.28 4.35 0.03
O -1.78 -2.49 4.06
O -2.44 1.76 5.59
O -3.83 -1.31 -5.66
O 1.08 0.70 -3.83
O -0.32 -1.28 -3.75
N -3.80 2.95 6.94
N -1.08 5.53 1.39
N -2.75 1.10 7.72
N -4.28 -3.39 -6.40
N 0.69 0.70 3.17
N -0.03 3.68 2.17
N -2.49 -3.03 -5.07
N 0.07 -2.46 2.29
C -0.69 -1.73 3.36
C 1.41 -0.08 2.11
C -3.55 -2.50 -5.70
C 1.61 -3.90 0.01
C -0.24 4.51 1.13
C 2.65 0.72 1.32
C 3.51 0.04 0.11
C 0.58 1.37 -2.60
C 1.99 -2.32 0.41
C 1.12 -1.61 1.64
C 0.31 3.00 -2.87
C -0.38 -0.18 3.75
C -2.96 1.93 6.68
C 3.17 -1.50 -0.39
C 0.94 -0.77 -3.71
C 3.57 -1.23 -2.98
C 2.16 -1.85 -3.58
C 4.06 -2.09 -1.64
H -0.45 3.80 3.07
H 1.36 1.26 -1.71
H 1.82 -2.68 -2.80
H 4.37 0.67 -0.41
H -4.07 -4.37 -6.45
H 4.41 -1.21 -3.80
H -3.99 3.59 6.19
H 1.24 3.65 -2.57
H 3.32 -0.10 -2.70
H 1.80 -4.55 0.97
H 2.36 -2.40 -4.60
H -5.09 -3.04 -6.89
H -1.52 5.68 2.28
H 0.43 -3.91 -0.18
H -2.13 0.32 7.57
H -1.26 6.18 0.63
H 2.16 -4.27 -0.95
H -1.08 0.30 4.59
H 0.59 2.90 2.01
H -3.17 1.22 8.63
H -4.24 3.10 7.83
H -2.47 -2.62 3.33
H 4.00 -3.25 -1.79
H -0.45 0.91 -2.26
H -1.91 -2.39 -4.53
H -2.24 -4.00 -5.09
H 2.93 1.83 1.64
H 5.19 -1.79 -1.46
H -0.59 3.35 -2.21
H 0.06 3.18 -4.02

Properties
frontier orbital gap	7.12	eV
HOMO energy	-8.1761	eV
LUMO	-1.06	eV
SMILES string	CCOC(=O)CCCc1ccc2ncc(O)nc2c1C.NC(N)=O.NC(N)=O.NC(N)=O

[4]
A molecular structure, C18H31BrF3InNO9 in a non-equilibrium geometry, computed with ωB97M-V/def2-TZVPD.

Positions of all 64 atoms, in Å:
In -2.15 -7.04 -0.36
Br -3.15 -9.52 -0.27
F -2.59 -1.99 -0.86
F -4.20 -3.34 0.26
F -4.69 -2.35 -1.96
O -2.90 -3.95 -3.36
O 0.35 -5.10 -2.87
O -1.28 3.78 2.72
O 3.46 5.69 2.23
O 2.02 6.93 3.50
O -0.33 4.04 -1.88
O -1.30 1.93 4.07
O -2.10 -6.29 1.65
O -0.42 1.77 -2.12
N 2.43 -4.31 -0.26
C -2.43 2.87 -1.59
C -2.57 1.40 -1.30
C 2.22 -5.51 -1.20
C 0.61 -5.60 -1.49
C 3.87 8.00 2.38
C -1.46 0.79 -2.11
C -0.32 4.38 1.86
C 4.63 7.43 1.20
C -0.96 3.00 -1.86
C 4.67 5.96 1.52
C -3.62 -5.73 -1.57
C -0.71 2.70 3.34
C 0.73 2.58 2.93
C -3.69 -3.00 -1.09
C -0.05 -7.08 -1.31
C 1.02 3.95 2.38
C -2.99 -4.25 -1.89
C 2.99 6.85 2.77
H -3.55 1.00 -1.55
H 1.37 2.35 3.80
H -4.57 -5.60 -0.87
H 0.83 1.80 2.17
H -1.76 0.59 -3.15
H 2.82 -5.23 -2.19
H 2.34 -4.60 0.74
H 4.71 5.34 0.61
H 2.68 -6.48 -0.72
H 1.34 4.61 3.19
H 4.54 8.24 3.21
H -3.95 -6.33 -2.55
H -0.17 -7.59 -2.38
H -3.11 -4.77 -3.89
H -0.50 4.03 0.83
H -0.43 5.47 1.88
H -2.72 3.48 -0.73
H -2.98 3.16 -2.49
H 3.35 -3.85 -0.46
H 0.53 -5.82 -3.55
H 0.57 -7.81 -0.61
H 5.51 5.69 2.16
H 5.62 7.87 1.07
H 3.28 8.87 2.09
H 1.81 3.95 1.61
H -1.44 -6.86 2.15
H -1.09 -0.14 -1.67
H -2.39 1.22 -0.23
H 0.07 -4.89 -0.69
H -1.85 -4.28 -1.53
H 4.05 7.59 0.28

Properties
frontier orbital gap	7.15	eV
HOMO energy	-5.4673	eV
charge	-1
LUMO	1.69	eV

[5]
A molecular structure, C18H31Cl2N4NiO3S in a non-equilibrium geometry, computed with ωB97M-V/def2-TZVPD.

Positions of all 60 atoms, in Å:
Ni 0.99 0.79 -0.79
Cl 1.33 2.85 -0.01
Cl 0.19 -1.10 -1.76
S 1.50 -0.29 1.13
O 0.15 1.63 -2.33
O -1.06 -2.87 1.94
O 3.24 -2.72 -1.58
N 3.44 -0.42 -1.52
N 0.31 1.63 2.58
N -0.14 -0.56 3.21
N -0.86 -4.13 0.06
C -0.55 2.18 -4.49
C -1.14 1.93 -6.82
C 0.61 2.92 -4.84
C 0.88 3.14 -6.18
C -0.77 1.73 -3.13
C -0.16 -4.46 -1.18
C -2.54 1.49 -1.96
C -1.42 1.70 -5.48
C -0.52 -3.10 0.84
C -2.75 2.95 -1.77
C -1.81 -5.11 0.54
C 0.03 2.63 -7.17
C -2.76 0.58 -0.99
C 4.20 0.65 -0.87
C -3.39 0.93 0.31
C 3.34 -0.35 -2.97
C 3.54 -1.70 -0.98
C 0.46 0.31 2.36
H 3.87 -1.69 0.07
H -4.26 1.58 0.18
H 1.27 3.26 -4.04
H 0.48 -5.35 -1.05
H -3.71 0.07 0.92
H -2.84 3.46 -2.73
H -0.34 -1.50 2.85
H -3.66 3.18 -1.19
H -1.82 1.56 -7.59
H 3.61 1.58 -0.86
H -2.70 1.50 0.95
H 0.27 -2.44 0.44
H 3.09 0.69 -3.25
H 0.57 2.28 1.83
H -1.29 -6.02 0.88
H 0.44 -3.60 -1.49
H 2.53 -1.01 -3.29
H -0.87 -0.17 3.80
H -1.91 3.42 -1.22
H 1.77 3.72 -6.47
H -0.34 1.94 3.29
H 4.40 0.36 0.17
H -0.90 -4.69 -1.96
H -2.49 -0.47 -1.14
H 0.26 2.80 -8.22
H -2.27 1.10 -5.17
H -2.37 -4.68 1.38
H 5.17 0.83 -1.39
H 4.29 -0.64 -3.45
H -2.09 1.10 -2.96
H -2.49 -5.39 -0.27

Properties
⟨S²⟩	2.0162
frontier orbital gap (alpha / beta)	5.62 / 5.84	eV
HOMO energy (alpha / beta)	-3.1967 / -3.2913	eV
charge	-1
LUMO (alpha / beta)	2.42 / 2.55	eV
energy above the lowest of the compared OMol25 structures with the same formula, charge and spin	0.00	kJ/mol
2S+1	3

[6]
A molecular structure, C18H31CsN3NbO4S in a non-equilibrium geometry, computed with ωB97M-V/def2-TZVPD.

Positions of all 59 atoms, in Å:
Cs 2.10 0.75 -3.08
Nb 0.04 -0.01 -1.13
S -0.19 -0.78 1.89
O 0.88 -1.83 1.56
O 0.11 0.54 0.84
O 5.21 -2.10 -0.73
O -1.51 -1.42 1.43
N -0.05 1.74 -2.38
N -0.73 -1.57 -2.23
N 1.76 -0.29 -1.08
C -2.06 -1.29 -2.77
C -0.35 -3.01 -2.28
C -1.31 1.74 -3.14
C -0.04 -0.93 5.97
C -0.09 -1.31 4.62
C -1.50 -3.89 -2.82
C -0.18 1.03 3.98
C 0.36 3.10 -1.91
C -0.05 0.43 6.33
C 4.37 -1.98 0.02
C -0.54 3.56 -0.73
C -0.13 1.40 5.32
C 0.04 -3.48 -0.86
C -0.16 -0.33 3.62
C 0.01 0.82 7.77
C 0.27 4.15 -3.05
C 0.86 -3.20 -3.22
C 1.82 3.06 -1.42
H 0.96 4.99 -2.85
H -1.35 0.84 -3.77
H 2.52 2.87 -2.26
H -1.82 -3.54 -3.82
H 0.60 -2.84 -4.23
H -0.74 4.57 -3.16
H -0.07 -2.36 4.35
H 0.18 -4.58 -0.81
H 0.95 0.43 8.22
H 1.13 -4.27 -3.29
H -1.15 -4.93 -2.92
H -0.14 2.46 5.57
H -0.86 0.39 8.31
H 2.11 4.03 -0.99
H -2.09 -1.32 -3.88
H 0.56 3.69 -4.02
H -0.74 -3.21 -0.13
H -2.22 1.75 -2.50
H -0.27 4.57 -0.39
H 1.72 -2.63 -2.83
H -2.84 -1.98 -2.39
H -2.38 -3.90 -2.15
H -1.40 2.61 -3.83
H 0.99 -2.99 -0.56
H -0.42 2.85 0.11
H 0.02 -1.70 6.73
H -2.37 -0.27 -2.47
H -0.01 1.92 7.90
H -0.23 1.79 3.21
H -1.60 3.57 -1.03
H 1.96 2.27 -0.65

Properties
frontier orbital gap (alpha / beta)	2.70 / 2.70	eV
HOMO energy (alpha / beta)	-14.0451 / -14.0439	eV
charge	+2
LUMO (alpha / beta)	-11.34 / -11.35	eV

[7]
2 unconnected molecules or ions with the total composition C18H31N2O7 in a non-equilibrium geometry, computed with ωB97M-V/def2-TZVPD.

Positions of all 58 atoms, in Å:
O 3.00 -1.91 1.24
O -0.58 5.28 -3.16
O 0.19 3.04 -1.25
O 2.21 4.19 -3.23
O 0.27 -3.72 3.67
O -0.88 -2.04 4.60
O 3.46 -3.02 3.18
N -2.45 -5.59 3.50
N -3.86 -3.63 0.56
C 1.81 -1.18 1.62
C -0.72 -3.05 3.68
C -0.40 -1.01 0.15
C -3.64 -4.64 1.47
C 1.12 -0.62 0.32
C -1.29 -0.90 1.46
C -1.72 4.98 -3.94
C 0.51 2.57 -2.56
C -3.14 -2.46 0.57
C 1.94 2.81 -3.03
C -2.09 -2.26 1.59
C 3.15 -3.07 2.02
C 2.93 -4.46 1.33
C 0.23 4.45 -1.02
C -2.64 -4.53 2.55
C -0.81 5.28 -1.76
C -1.82 -3.29 2.61
C 3.42 4.64 -2.64
H -4.56 -3.74 -0.18
H 3.27 5.68 -2.33
H -1.81 4.92 -1.51
H 2.09 -0.30 2.28
H 0.03 4.57 0.05
H -1.39 4.47 -4.84
H -0.89 -0.35 -0.63
H 1.24 4.83 -1.17
H 3.83 -5.12 1.43
H -0.21 2.93 -3.28
H -1.49 -5.47 3.86
H -2.38 -6.45 2.92
H 2.64 2.36 -2.31
H 4.22 4.62 -3.38
H 2.07 -4.95 1.87
H -3.37 -1.69 -0.21
H 1.17 -1.85 2.24
H -0.48 -2.06 -0.25
H 2.68 -4.27 0.25
H -2.06 -0.09 1.37
H -4.23 -5.59 1.41
H 0.36 1.48 -2.51
H -0.72 -0.69 2.40
H 3.71 4.07 -1.76
H -2.22 5.91 -4.24
H 2.08 2.31 -3.99
H -2.43 4.33 -3.42
H 1.67 -1.10 -0.55
H 1.23 0.48 0.17
H -0.72 6.32 -1.42
H -1.55 -1.43 4.22

Properties
frontier orbital gap	5.87	eV
HOMO energy	-10.8357	eV
charge	+1
LUMO	-4.97	eV

[8]
A molecular structure, C18H31N5OPdS, computed with ωB97M-V/def2-TZVPD.

Positions of all 57 atoms, in Å:
Pd 0.28 1.38 -0.39
S -0.17 0.80 -2.49
O -1.58 1.01 0.13
N 2.39 1.57 -0.47
N 4.71 3.22 2.99
N -2.04 -0.83 -1.24
N 0.55 2.03 1.77
N -1.53 -1.24 -3.41
C -0.73 -1.08 -4.64
C -2.18 -0.10 -0.17
C -2.63 -2.23 -3.48
C -4.62 -2.27 1.70
C -2.12 -3.66 -3.50
C 2.58 1.97 3.23
C 2.09 0.12 1.61
C 3.05 0.73 0.58
C -1.32 -0.52 -2.32
C 4.17 1.50 1.29
C -3.53 0.27 1.90
C -4.44 -0.16 2.84
C 0.63 -1.76 -4.57
C -3.72 -1.84 0.75
C -3.16 -0.56 0.84
C 3.57 2.56 2.22
C -4.99 -1.44 2.75
C 1.47 1.16 2.55
H -1.53 -3.88 -4.39
H -3.43 -2.48 -0.07
H 2.47 2.56 -0.27
H 5.21 2.54 3.56
H -5.70 -1.78 3.49
H 3.49 -0.12 0.05
H 3.12 3.37 1.65
H -0.64 -0.02 -4.87
H 0.92 0.65 3.34
H 4.83 1.97 0.55
H 1.16 -1.60 -5.51
H 3.12 1.30 3.90
H 2.86 1.42 -1.36
H 2.15 2.77 3.84
H 1.23 -1.34 -3.76
H 0.53 -2.83 -4.41
H -3.18 -2.00 -4.39
H 0.60 3.00 2.07
H -2.97 -4.34 -3.49
H -3.28 -2.06 -2.64
H 1.31 -0.44 1.11
H -0.42 1.75 1.92
H 5.39 3.65 2.36
H -1.50 -3.86 -2.62
H -4.75 0.50 3.65
H 4.76 0.79 1.87
H -5.05 -3.27 1.63
H 4.36 3.95 3.61
H 2.66 -0.60 2.20
H -3.13 1.28 1.96
H -1.33 -1.52 -5.44

Properties
frontier orbital gap	7.44	eV
HOMO energy	-13.4330	eV
charge	+2
LUMO	-5.99	eV
energy above the lowest of the compared OMol25 structures with the same formula, charge and spin	52.11	kJ/mol

| no. | E_tot (eV) |
| --- | --- |
| 1 | -68557.9625 |
| 2 | -43151.7914 |
| 3 | -43346.9197 |
| 4 | -122454.8060 |
| 5 | -108195.8741 |
| 6 | -44739.5189 |
| 7 | -36471.3814 |
| 8 | -42969.8676 |